Record 1
29
Properties=species:S:1:pos:R:3 method="wB97M-V/def2-TZVPD" total_energy_ha=-3436.17839 orbital_gap_ev="6.588 / 4.415" total_charge=+1 multiplicity=2 mol_weight_g_mol=311.10
Be -0.840 -0.065 0.374
Br -3.374 -0.241 1.782
O 1.288 -2.538 2.963
C 0.798 -1.726 2.062
O 0.339 -2.137 1.018
O 0.753 -0.506 2.291
H 1.004 -3.305 2.460
C -0.321 3.215 2.060
O -0.695 2.130 1.713
N -0.143 4.254 1.320
N -0.081 3.525 3.270
H -0.334 4.257 0.328
H 0.150 5.108 1.773
H 0.210 4.422 3.632
H -0.145 2.749 3.913
C -1.343 -2.908 -1.774
O -1.369 -1.742 -1.382
N -2.008 -3.498 -2.734
N -0.531 -3.737 -1.177
H -1.801 -4.471 -2.904
H -2.530 -2.990 -3.434
H -0.523 -4.718 -1.418
H -0.030 -3.345 -0.392
C 2.021 1.601 -3.080
C 1.825 0.864 -1.791
N 1.717 0.303 -0.715
H 0.995 1.654 -3.444
H 2.727 1.194 -3.804
H 2.240 2.655 -2.910

Record 2
69
Properties=species:S:1:pos:R:3 method="wB97M-V/def2-TZVPD" e_above_lowest_kj_mol=108.9 total_energy_ha=-1980.25599 orbital_gap_ev=7.830 total_charge=-2 mol_weight_g_mol=516.54
O 39.091 11.959 28.021
H 39.461 12.689 28.352
H 38.367 12.675 27.746
H 38.594 11.872 28.721
P 36.675 13.758 29.138
O 37.517 14.940 29.468
O 37.454 12.515 29.747
O 37.011 13.432 27.694
O 35.240 13.665 29.574
N 36.255 15.177 25.932
C 36.501 16.569 25.891
C 36.224 17.034 24.606
C 35.523 15.863 23.786
C 35.536 14.862 24.784
H 36.655 14.404 26.656
H 36.789 17.079 26.703
H 36.353 18.007 24.314
H 35.093 15.899 22.902
H 35.232 13.729 24.696
N 40.389 10.355 30.631
C 40.240 9.055 30.806
C 41.333 8.447 30.167
C 42.163 9.608 29.706
C 41.528 10.777 30.132
H 39.743 10.895 31.182
H 39.348 8.526 31.241
H 41.306 7.371 30.074
H 43.209 9.757 29.181
H 41.956 11.822 30.104
N 38.255 11.915 31.960
C 39.227 12.792 32.337
C 39.871 12.287 33.447
C 39.070 11.156 33.804
C 38.035 10.907 32.897
H 37.855 12.045 31.070
H 39.516 13.653 31.713
H 40.709 12.738 33.950
H 39.152 10.493 34.468
H 37.369 10.268 32.765
N 36.819 11.850 25.836
C 36.159 10.610 25.968
C 36.401 9.780 24.936
C 37.246 10.659 24.014
C 37.524 11.838 24.668
H 36.622 12.564 26.654
H 35.659 10.461 26.948
H 36.064 8.630 24.862
H 37.707 10.475 23.055
H 38.102 12.864 24.348
N 39.833 14.781 28.566
C 40.103 14.549 27.260
C 41.359 14.279 27.127
C 41.896 14.182 28.527
C 40.947 14.642 29.318
H 38.846 14.987 29.130
H 39.167 14.714 26.645
H 41.937 14.162 26.266
H 42.823 13.942 28.842
H 40.879 14.677 30.452
N 36.582 9.872 29.541
C 35.410 9.414 30.090
C 35.524 8.093 29.822
C 36.658 7.808 28.937
C 37.305 9.000 28.812
H 36.858 10.825 29.495
H 34.735 9.989 30.667
H 34.811 7.209 30.024
H 36.740 6.702 28.643
H 38.085 9.466 28.510

Record 3
138
Properties=species:S:1:pos:R:3 method="wB97M-V/def2-TZVPD" e_above_lowest_kj_mol=0.0 total_energy_ha=-7001.81911 orbital_gap_ev=7.196 total_charge=-1 mol_weight_g_mol=1122.99
C -3.597 0.265 0.708
C -2.973 1.102 -0.099
P -1.567 0.525 -1.244
C -0.128 -0.195 -2.278
C 0.812 -1.003 -1.392
C 2.209 -1.171 -1.987
C 3.149 -1.968 -1.082
C 4.621 -1.724 -1.409
C 5.568 -2.754 -0.790
C 5.292 -3.006 0.695
C -0.450 1.851 -0.477
C -0.099 1.729 1.019
C -0.206 3.056 1.804
C -0.832 2.946 3.194
C -2.322 2.702 3.112
O -2.942 2.567 4.410
C -2.818 1.382 5.017
C -3.602 1.348 6.304
O -2.164 0.470 4.593
O -2.002 1.715 -2.516
C -2.621 1.233 -3.625
S -1.485 1.323 -5.108
C -0.866 -0.222 -5.734
O -2.304 1.868 -6.172
O -0.343 2.101 -4.693
C -3.424 -0.031 -3.155
C -4.809 0.559 -2.776
C -5.720 -0.312 -1.911
O -6.293 0.429 -0.828
C -7.521 1.015 -1.101
C -8.698 0.258 -0.437
F -9.436 1.144 0.296
F -8.261 -0.694 0.412
C -9.682 -0.392 -1.451
F -10.504 0.577 -1.928
F -8.986 -0.895 -2.507
C -10.563 -1.545 -0.919
F -9.796 -2.592 -0.577
F -11.237 -1.111 0.166
C -11.583 -2.022 -1.980
F -12.042 -3.244 -1.611
F -12.637 -1.175 -2.012
P -3.533 -1.477 -4.341
O -4.520 -2.465 -3.467
Br -5.014 -0.802 -5.879
O -2.742 -0.614 -2.112
H -4.066 0.554 1.645
H -3.643 -0.796 0.476
H -3.220 2.166 -0.071
H -1.313 -0.496 -0.275
H 0.414 0.578 -2.827
H -0.547 -0.884 -3.014
H 0.918 -0.540 -0.403
H 0.390 -2.002 -1.241
H 2.139 -1.658 -2.966
H 2.648 -0.181 -2.160
H 2.967 -1.632 -0.058
H 2.934 -3.039 -1.146
H 4.925 -0.744 -1.029
H 4.765 -1.725 -2.494
H 5.504 -3.716 -1.310
H 6.608 -2.423 -0.867
H 6.071 -3.646 1.118
H 5.304 -2.077 1.268
H 4.351 -3.532 0.855
H 0.473 1.883 -1.060
H -0.944 2.807 -0.662
H -0.657 0.929 1.512
H 0.954 1.437 1.073
H 0.801 3.458 1.950
H -0.746 3.810 1.223
H -0.671 3.891 3.725
H -0.349 2.175 3.795
H -2.528 1.809 2.524
H -2.832 3.535 2.631
H -3.316 0.460 6.857
H -3.394 2.258 6.866
H -4.663 1.331 6.056
H -3.333 1.986 -3.980
H -1.613 -0.621 -6.417
H 0.025 0.048 -6.297
H -0.663 -0.949 -4.958
H -5.310 0.864 -3.696
H -4.625 1.469 -2.198
H -6.512 -0.759 -2.516
H -5.156 -1.131 -1.478
H -7.709 1.127 -2.172
H -7.537 2.010 -0.651
H -11.138 -2.093 -2.973
H -3.963 -3.036 -2.923
C 0.381 4.980 -3.299
C -0.085 5.806 -4.312
C -0.051 7.186 -4.158
C 0.453 7.743 -2.990
C 0.920 6.918 -1.976
C 0.881 5.539 -2.129
H 0.345 3.906 -3.426
H -0.476 5.364 -5.220
H -0.420 7.829 -4.948
H 0.481 8.820 -2.871
H 1.313 7.352 -1.064
H 1.237 4.893 -1.336
C 9.742 -7.415 0.773
C 8.395 -7.263 0.472
C 7.974 -6.188 -0.297
C 8.900 -5.267 -0.769
C 10.246 -5.420 -0.469
C 10.667 -6.493 0.304
H 10.071 -8.253 1.375
H 7.674 -7.983 0.837
H 6.924 -6.062 -0.531
H 8.569 -4.430 -1.372
H 10.967 -4.701 -0.840
H 11.717 -6.610 0.542
C 13.751 -1.007 -3.339
C 12.482 -0.661 -3.785
C 11.364 -1.024 -3.048
C 11.515 -1.727 -1.861
C 12.783 -2.071 -1.414
C 13.901 -1.714 -2.154
H 14.623 -0.726 -3.916
H 12.365 -0.108 -4.709
H 10.375 -0.758 -3.398
H 10.642 -2.007 -1.284
H 12.899 -2.618 -0.487
H 14.890 -1.986 -1.807
C -5.321 0.887 12.005
C -5.255 2.031 11.221
C -4.223 2.187 10.306
C -3.260 1.197 10.171
C -3.327 0.052 10.952
C -4.356 -0.102 11.871
H -6.125 0.766 12.719
H -6.009 2.801 11.322
H -4.170 3.080 9.697
H -2.458 1.317 9.454
H -2.577 -0.722 10.844
H -4.407 -0.994 12.483

Record 4
69
Properties=species:S:1:pos:R:3 method="wB97M-V/def2-TZVPD" total_energy_ha=-3354.59832 orbital_gap_ev="7.033 / 4.636" total_charge=+3 multiplicity=7 mol_weight_g_mol=596.57
Eu 0.085 0.042 0.150
P -1.887 2.220 1.027
P -2.223 -1.274 1.611
P 1.739 2.400 -0.540
H -1.049 -5.095 -0.899
C -0.085 -4.744 -1.286
C 1.038 -4.815 -0.554
H 1.029 -5.174 0.482
C -3.082 2.463 -0.354
C -3.041 2.394 2.446
C -1.121 3.889 1.067
C -1.747 -3.047 1.558
C -2.472 -1.071 3.424
C -3.976 -1.372 1.071
C 3.208 1.375 -0.950
C 2.507 3.631 0.577
C 1.558 3.372 -2.082
H -0.082 -4.342 -2.306
H 2.015 -4.533 -0.966
H -3.736 3.319 -0.135
H -3.687 1.555 -0.478
H -2.527 2.649 -1.283
H -3.551 3.366 2.379
H -2.471 2.354 3.383
H -3.787 1.589 2.450
H -1.889 4.637 1.305
H -0.658 4.128 0.100
H -0.345 3.912 1.844
H -2.650 -3.667 1.476
H -1.207 -3.311 2.477
H -1.097 -3.262 0.698
H -3.412 -1.552 3.730
H -2.513 -0.004 3.684
H -1.634 -1.533 3.962
H -4.575 -1.896 1.829
H -4.030 -1.917 0.120
H -4.380 -0.360 0.921
H 3.767 1.875 -1.751
H 2.909 0.375 -1.298
H 3.843 1.265 -0.060
H 3.357 4.117 0.078
H 2.858 3.126 1.488
H 1.764 4.389 0.859
H 2.487 3.328 -2.666
H 1.316 4.416 -1.842
H 0.741 2.940 -2.677
C 0.812 -1.022 -3.828
C 0.453 -0.392 -5.041
C 0.857 -0.926 -6.262
C 1.622 -2.098 -6.300
C 1.977 -2.733 -5.104
C 1.578 -2.204 -3.873
S 0.314 -0.284 -2.338
H 0.545 -1.327 -1.101
H -0.142 0.520 -4.999
H 0.574 -0.423 -7.187
H 1.937 -2.514 -7.258
H 2.571 -3.648 -5.132
H 1.848 -2.696 -2.938
C 1.492 1.111 3.910
S 2.494 -0.104 3.023
C 2.068 -1.578 3.965
O 1.775 -0.301 1.660
H 2.113 1.504 4.724
H 0.594 0.630 4.321
H 1.214 1.927 3.228
H 1.102 -1.449 4.470
H 2.039 -2.429 3.277
H 2.859 -1.725 4.711

Please write out number 2 again, unchanged.
69
Properties=species:S:1:pos:R:3 method="wB97M-V/def2-TZVPD" e_above_lowest_kj_mol=108.9 total_energy_ha=-1980.25599 orbital_gap_ev=7.830 total_charge=-2 mol_weight_g_mol=516.54
O 39.091 11.959 28.021
H 39.461 12.689 28.352
H 38.367 12.675 27.746
H 38.594 11.872 28.721
P 36.675 13.758 29.138
O 37.517 14.940 29.468
O 37.454 12.515 29.747
O 37.011 13.432 27.694
O 35.240 13.665 29.574
N 36.255 15.177 25.932
C 36.501 16.569 25.891
C 36.224 17.034 24.606
C 35.523 15.863 23.786
C 35.536 14.862 24.784
H 36.655 14.404 26.656
H 36.789 17.079 26.703
H 36.353 18.007 24.314
H 35.093 15.899 22.902
H 35.232 13.729 24.696
N 40.389 10.355 30.631
C 40.240 9.055 30.806
C 41.333 8.447 30.167
C 42.163 9.608 29.706
C 41.528 10.777 30.132
H 39.743 10.895 31.182
H 39.348 8.526 31.241
H 41.306 7.371 30.074
H 43.209 9.757 29.181
H 41.956 11.822 30.104
N 38.255 11.915 31.960
C 39.227 12.792 32.337
C 39.871 12.287 33.447
C 39.070 11.156 33.804
C 38.035 10.907 32.897
H 37.855 12.045 31.070
H 39.516 13.653 31.713
H 40.709 12.738 33.950
H 39.152 10.493 34.468
H 37.369 10.268 32.765
N 36.819 11.850 25.836
C 36.159 10.610 25.968
C 36.401 9.780 24.936
C 37.246 10.659 24.014
C 37.524 11.838 24.668
H 36.622 12.564 26.654
H 35.659 10.461 26.948
H 36.064 8.630 24.862
H 37.707 10.475 23.055
H 38.102 12.864 24.348
N 39.833 14.781 28.566
C 40.103 14.549 27.260
C 41.359 14.279 27.127
C 41.896 14.182 28.527
C 40.947 14.642 29.318
H 38.846 14.987 29.130
H 39.167 14.714 26.645
H 41.937 14.162 26.266
H 42.823 13.942 28.842
H 40.879 14.677 30.452
N 36.582 9.872 29.541
C 35.410 9.414 30.090
C 35.524 8.093 29.822
C 36.658 7.808 28.937
C 37.305 9.000 28.812
H 36.858 10.825 29.495
H 34.735 9.989 30.667
H 34.811 7.209 30.024
H 36.740 6.702 28.643
H 38.085 9.466 28.510